[1]
{"formula": "C3H9NO2S", "method": "ωB97M-V/def2-TZVPD", "homo_energy_ev": -10.05, "multiplicity": 1, "symbols": ["C", "C", "C", "N", "O", "O", "S", "H", "H", "H", "H", "H", "H", "H", "H", "H"], "positions_angstrom": [[0.825380, 1.543051, 0.363246], [-1.298008, 0.142144, 0.312499], [0.199984, 0.199712, 0.166425], [0.937362, -0.788494, -0.102569], [4.157849, 0.905432, -0.668474], [4.778781, -0.918065, 0.815516], [4.174009, -0.508562, -0.418738], [0.694365, 1.838557, 1.403406], [1.882513, 1.517501, 0.130609], [0.328426, 2.280938, -0.260134], [-1.751056, 0.079656, -0.677024], [-1.686655, 1.025723, 0.813255], [-1.592731, -0.744488, 0.874516], [-5.974549, -2.826666, -1.215498], [0.444682, -1.674255, -0.206971], [-6.120359, -2.072179, -1.330062]], "atomic_forces_ev_per_a": [[0.1, -0.1, 0.0], [0.0, -0.2, 0.0], [-0.2, 0.2, 0.1], [0.7, -0.3, -0.1], [-0.1, -0.3, -0.2], [-0.2, -0.2, -0.2], [0.2, 0.4, 0.4], [0.0, 0.1, 0.1], [0.1, 0.0, 0.0], [-0.1, 0.2, -0.1], [-0.1, 0.0, 0.0], [0.0, 0.0, 0.0], [0.0, 0.0, 0.0], [-0.2, 1.1, -0.2], [-0.2, 0.1, 0.1], [0.2, -1.1, 0.2]]}

=====

[2]
{"formula": "C20H28Cl3IN5O4PS", "method": "ωB97M-V/def2-TZVPD", "homo_energy_ev": -8.57, "multiplicity": 1, "symbols": ["C", "C", "Cl", "C", "Cl", "C", "C", "P", "S", "C", "O", "C", "C", "N", "C", "I", "C", "Cl", "N", "C", "H", "H", "H", "H", "H", "H", "H", "C", "N", "C", "C", "O", "H", "H", "H", "H", "H", "H", "H", "C", "N", "C", "C", "O", "H", "H", "H", "H", "H", "H", "H", "C", "N", "C", "C", "O", "H", "H", "H", "H", "H", "H", "H"], "positions_angstrom": [[1.610255, 0.755268, -1.831406], [0.149092, 1.012178, -1.744861], [-0.755474, 0.615015, -3.170514], [-0.538862, 1.510398, -0.723835], [0.246105, 1.902249, 0.761805], [-2.000264, 1.738775, -0.718877], [-2.538065, 2.974526, -0.924850], [-1.536450, 4.418770, -1.343889], [-1.698171, 5.076626, -3.166818], [-3.944367, 3.162282, -0.886584], [-4.457921, 4.419754, -1.089516], [-4.782016, 2.112012, -0.687828], [-4.246933, 0.830561, -0.495172], [-5.088447, -0.223944, -0.272350], [-4.567880, -1.383882, -0.084621], [-5.886053, -2.958597, 0.278118], [-3.140657, -1.570967, -0.107918], [-2.462300, -3.135368, 0.138722], [-2.324593, -0.600194, -0.301660], [-2.856883, 0.639126, -0.504752], [2.150871, 1.310202, -1.070014], [1.820548, -0.300357, -1.660477], [1.980754, 1.037195, -2.813851], [-0.228645, 4.067866, -1.010296], [-1.890097, 5.351182, -0.357406], [-4.516564, 4.890014, -0.250254], [-5.852800, 2.248125, -0.666252], [0.545523, -2.305888, 3.371466], [0.948348, -1.616964, 2.158689], [2.190011, -1.191157, 1.815727], [3.299451, -1.474298, 2.797395], [2.374146, -0.604179, 0.759719], [0.115451, -3.280302, 3.132997], [-0.201940, -1.722411, 3.911320], [1.398623, -2.452963, 4.026618], [0.242564, -1.408811, 1.467900], [4.226299, -1.073290, 2.396322], [3.093782, -1.012404, 3.761210], [3.407120, -2.548522, 2.950587], [-1.265927, 0.942415, -7.153318], [-2.411799, 0.628215, -6.324518], [-3.660213, 0.252356, -6.709067], [-3.922600, 0.142334, -8.194831], [-4.524669, 0.014304, -5.883408], [-0.434802, 0.270229, -6.932095], [-0.934714, 1.967323, -6.977874], [-1.520532, 0.838694, -8.202682], [-2.300983, 0.690173, -5.325621], [-4.954244, -0.165024, -8.331516], [-3.767921, 1.101622, -8.689862], [-3.266173, -0.598390, -8.652870], [7.084161, -2.539070, 6.028973], [5.679541, -2.476481, 5.673921], [4.639556, -2.031462, 6.425720], [4.950899, -1.529653, 7.816663], [3.501908, -2.038972, 5.982895], [7.680928, -1.933973, 5.344913], [7.446456, -3.567232, 5.985557], [7.234364, -2.165659, 7.035881], [5.407969, -2.796083, 4.757501], [4.020408, -1.213763, 8.276691], [5.398626, -2.317263, 8.423420], [5.636211, -0.682266, 7.780918]], "atomic_forces_ev_per_a": [[0.1, 0.0, 0.0], [0.0, 0.2, 0.1], [0.0, -0.2, -0.2], [0.1, -0.1, -0.2], [0.1, 0.1, 0.3], [0.3, -0.3, -0.1], [-0.2, 0.5, 0.1], [0.0, 0.4, -0.9], [0.0, -0.1, 0.2], [0.1, 0.0, 0.1], [0.1, 0.1, 0.0], [-0.3, -0.1, 0.0], [0.1, -0.2, 0.0], [0.1, 0.2, 0.0], [0.0, -0.1, 0.0], [0.0, -0.1, 0.0], [0.0, -0.1, 0.0], [0.0, -0.1, 0.0], [0.0, 0.2, 0.0], [-0.2, -0.3, 0.1], [0.0, 0.0, 0.1], [0.0, 0.0, 0.0], [0.0, 0.0, -0.1], [0.0, -0.1, 0.3], [0.1, -0.1, 0.2], [-0.1, 0.0, 0.0], [-0.1, 0.0, 0.0], [0.0, 0.1, -0.2], [0.0, 0.0, 0.0], [-0.2, 0.0, 0.1], [0.1, 0.1, -0.1], [0.2, 0.0, 0.0], [0.0, 0.0, 0.0], [0.0, 0.0, 0.0], [0.0, 0.0, 0.0], [0.0, 0.0, 0.0], [0.0, 0.0, -0.1], [0.0, -0.1, 0.1], [0.0, 0.0, 0.1], [-0.1, 0.0, 0.2], [0.0, 0.0, -0.1], [0.0, 0.0, 0.0], [0.0, 0.0, 0.0], [0.0, 0.0, 0.0], [0.0, 0.0, 0.0], [0.0, 0.0, 0.0], [0.0, 0.0, 0.0], [0.0, 0.1, 0.0], [0.0, 0.0, 0.0], [0.0, 0.0, 0.0], [0.0, 0.0, 0.0], [-0.1, 0.0, -0.1], [0.0, 0.0, 0.0], [0.0, 0.0, 0.0], [0.0, 0.0, 0.0], [0.0, 0.0, 0.0], [0.0, 0.0, 0.0], [0.0, 0.0, 0.0], [0.0, 0.0, 0.0], [0.0, 0.0, 0.0], [0.0, 0.0, 0.0], [0.0, 0.0, 0.0], [0.0, 0.0, 0.0]]}

=====

Across the entries above, energy takes the values -19675.87921; -102627.81719 eV, respectively.